# 1
The following is a quantum chemistry calculation of a cluster of 2 separate species, C2H4N6S2 in total, from the OMol25 dataset.

highest occupied orbital energy	-8.52	eV
frontier orbital gap	8.42	eV

Structure (ORCA input):
```
! wB97M-V def2-TZVPD RIJCOSX def2/J DEFGRID3
* xyz 0 1
C -0.085 1.190 -0.233
C -1.964 -0.472 1.107
N -0.137 0.898 -1.563
N 0.828 0.085 -1.999
N 1.576 -0.265 -1.050
N 0.931 0.638 0.251
N -2.604 0.319 0.436
N -1.455 -1.525 1.380
S 2.837 -1.203 -0.718
S 1.651 0.338 1.687
H -0.712 1.291 -2.243
H -3.206 1.067 0.719
H 2.842 -0.595 0.598
H -0.500 -1.767 1.630
*
```

***

# 2
The following is a quantum chemistry calculation of a structure of composition C31H29FeINO4PS, from the OMol25 dataset.

highest occupied orbital energy (alpha / beta)	-10.97 / -10.97	eV
<S²>	0.800
frontier orbital gap (alpha / beta)	7.70 / 7.83	eV

Structure (ORCA input):
```
! wB97M-V def2-TZVPD RIJCOSX def2/J DEFGRID3
* xyz 1 2
Fe 0.235 0.447 0.237
O -2.814 -1.601 0.386
S -1.731 -0.690 0.378
O -0.769 -0.760 1.552
O -0.701 -0.930 -0.749
O -1.977 0.759 0.228
I 0.151 2.327 2.030
C -0.017 4.257 1.233
C -0.125 5.171 2.247
C -0.235 6.545 1.989
C -0.207 6.967 0.698
C -0.087 6.046 -0.369
C -0.049 6.575 -1.679
C 0.059 5.759 -2.760
C 0.113 4.376 -2.549
C 0.076 3.792 -1.300
P 0.134 1.962 -1.491
C 1.635 1.808 -2.522
C 1.626 1.462 -3.869
C 2.815 1.424 -4.589
C 4.014 1.750 -3.976
C 4.024 2.128 -2.638
C 2.843 2.154 -1.919
C -1.290 1.570 -2.533
C -2.397 2.415 -2.547
C -3.520 2.082 -3.288
C -3.549 0.900 -4.012
C -2.456 0.045 -3.988
C -1.335 0.371 -3.243
C -0.008 4.632 -0.140
H -0.125 4.838 3.277
H -0.329 7.242 2.809
H -0.272 8.019 0.455
H -0.104 7.650 -1.794
H 0.095 6.154 -3.765
H 0.176 3.744 -3.426
H 0.697 1.235 -4.374
H 2.795 1.153 -5.636
H 4.936 1.728 -4.541
H 4.950 2.410 -2.155
H 2.861 2.472 -0.885
H -2.395 3.331 -1.971
H -4.375 2.743 -3.289
H -4.428 0.639 -4.586
H -2.480 -0.884 -4.541
H -0.504 -0.318 -3.205
C 0.849 -3.229 0.787
N 1.691 -3.440 -0.428
C 2.981 -4.091 -0.070
C 1.875 -2.177 -1.276
C 2.678 -1.117 -0.572
C 4.057 -1.176 -0.796
C 4.943 -0.344 -0.139
C 4.432 0.561 0.777
C 3.061 0.668 0.951
C 2.130 -0.130 0.275
H 0.737 -4.184 1.294
H -0.110 -2.833 0.479
H 1.349 -2.512 1.431
H 1.185 -4.088 -1.030
H 3.543 -3.416 0.569
H 3.544 -4.297 -0.978
H 2.764 -5.016 0.457
H 0.875 -1.864 -1.551
H 2.408 -2.528 -2.159
H 4.441 -1.903 -1.504
H 6.006 -0.409 -0.329
H 5.093 1.213 1.334
H 2.721 1.417 1.651
*
```

***

Sequential energy above the lowest of the compared OMol25 structures with the same formula, charge and spin output: 439.11; 11.56 kJ/mol
Sequential maximum force output: 3.9; 1.0 eV Å⁻¹
Sequential electronic energy output: -32743.8108; -104902.7951 eV